Entry 1:
{"formula": "C5H14NO2", "method": "ωB97M-V/def2-TZVPD", "orbital_gap_ev": 6.9, "relative_energy_kcal_mol": 13.1, "charge": -1, "spin_multiplicity": 1, "species": ["C", "N", "C", "O", "C", "C", "C", "H", "H", "H", "H", "H", "H", "H", "H", "H", "H", "H", "H", "H", "H", "O"], "coordinates": [[0.3779, 0.2602, -0.4167], [-0.4272, 1.2761, 0.2250], [-0.3141, 1.3827, 1.7609], [0.4325, 2.3794, 2.1989], [-0.2113, -0.1755, -1.7797], [-0.3120, -1.6686, -1.9813], [-1.3820, -2.3504, -1.1377], [1.4342, 0.5335, -0.5500], [0.3264, -0.5980, 0.2659], [-0.2092, 2.2143, -0.0862], [-1.3842, 1.5893, 2.0388], [-0.0458, 0.3353, 2.0689], [0.3301, 0.3701, -2.5666], [-1.2134, 0.2601, -1.8879], [-0.3543, -2.0068, -3.0229], [0.6775, -2.1122, -1.7539], [-1.1800, -2.0687, -0.0915], [-1.4905, -3.4196, -1.2836], [-2.3643, -1.8584, -1.1618], [2.6870, 1.3165, 3.5460], [1.8257, 2.2432, 2.6534], [2.7969, 2.0975, 2.9619]], "atomic_forces_ev_per_a": [[-0.51, -0.18, 0.10], [-0.15, -0.01, 0.65], [-1.22, 0.32, -0.82], [0.45, 0.24, 0.08], [-0.43, 1.10, -0.34], [1.20, -1.16, -0.57], [-0.26, 1.43, 1.16], [0.05, -0.09, 0.07], [0.30, 0.02, -0.15], [0.20, 0.00, -0.12], [0.23, -0.58, 0.12], [0.00, 0.26, 0.11], [0.23, -0.61, -0.10], [-0.03, -0.11, 0.40], [-0.64, 0.54, -0.24], [-0.25, 0.09, 0.52], [0.38, -0.84, -0.01], [0.13, -0.08, 0.09], [-0.01, -0.18, -0.98], [0.24, 0.79, -0.54], [-0.14, -0.04, -0.31], [0.25, -0.92, 0.86]], "lowdin_charge": [-0.28, -0.08, -0.49, -0.28, -0.23, -0.30, -0.12, 0.11, 0.09, 0.08, 0.08, 0.09, 0.10, 0.10, 0.09, 0.10, 0.07, 0.06, 0.07, 0.00, -0.06, -0.20]}

---

Entry 2:
{"formula": "C26H33Cl3F9NO7S", "method": "ωB97M-V/def2-TZVPD", "orbital_gap_ev": 8.9, "spin_multiplicity": 1, "smiles": "CC[C@H](CCOC(C)=O)OC[C@](Cc1cccc(C)c1)(NCCOC(C)=O)S(=O)(=O)C(F)(F)C(F)(F)C(F)(F)C(F)(F)F.ClC(Cl)Cl", "species": ["C", "C", "C", "C", "C", "O", "C", "C", "O", "O", "C", "C", "C", "C", "C", "C", "C", "C", "C", "C", "N", "C", "C", "O", "C", "C", "O", "S", "O", "O", "C", "F", "F", "C", "F", "F", "C", "F", "F", "C", "F", "F", "F", "H", "H", "H", "H", "H", "H", "H", "H", "H", "H", "H", "H", "H", "H", "H", "H", "H", "H", "H", "H", "H", "H", "H", "H", "H", "H", "H", "H", "H", "H", "H", "H", "Cl", "C", "Cl", "Cl", "H"], "coordinates": [[3.9791, -0.0654, 2.8268], [3.2087, -1.3805, 2.3241], [2.1106, -1.0770, 1.1490], [2.7436, -1.6306, -0.2159], [4.1805, -1.0184, -0.6011], [5.1666, -2.0896, -0.5293], [5.2281, -2.8501, -1.7299], [4.1181, -3.8703, -2.2545], [6.2724, -2.7483, -2.4373], [1.8848, 0.3500, 1.1913], [0.9085, 0.7945, 0.2357], [-0.3965, 1.4950, 0.9236], [-1.0917, 0.5303, 1.9904], [-1.3954, -0.9506, 1.4907], [-1.4761, -2.0526, 2.6136], [-1.7377, -3.5408, 2.2758], [-1.9194, -4.0082, 0.7883], [-1.8707, -2.9257, -0.3496], [-2.0545, -3.3978, -1.8748], [-1.6206, -1.4254, 0.0418], [-1.2382, 1.9574, -0.1993], [-2.6288, 2.3241, 0.1682], [-3.7593, 1.2681, -0.2863], [-3.7735, 1.0810, -1.7490], [-5.1553, 0.7327, -2.0216], [-5.6467, -0.8101, -1.9566], [-6.0293, 1.5944, -2.2982], [0.0886, 3.0531, 1.8850], [1.3305, 2.8419, 2.7330], [-1.0009, 3.4640, 2.8717], [0.3168, 4.5396, 0.7333], [-1.0186, 5.0423, 0.5276], [0.7808, 4.1524, -0.5505], [1.1433, 5.7454, 1.4048], [1.0229, 5.7627, 2.8302], [0.4891, 6.9545, 0.9763], [2.6660, 5.8814, 0.9235], [3.1897, 7.0371, 1.6014], [2.8051, 6.1749, -0.4644], [3.6295, 4.6671, 1.3267], [3.3382, 3.4487, 0.6651], [3.7711, 4.5057, 2.7353], [4.9406, 5.0356, 0.8748], [3.3414, 0.6660, 3.4244], [4.8138, -0.4283, 3.5421], [4.5049, 0.5289, 2.0084], [3.9617, -2.1277, 1.9034], [2.7254, -1.8572, 3.2452], [1.2051, -1.7237, 1.4057], [2.0372, -1.4798, -1.1009], [2.8918, -2.7672, -0.0666], [4.1158, -0.7198, -1.7196], [4.4672, -0.0695, -0.0424], [3.4355, -4.2973, -1.4479], [4.6847, -4.7716, -2.7045], [3.4734, -3.4524, -3.1144], [0.5908, 0.0220, -0.5396], [1.4079, 1.6537, -0.3621], [-0.3411, 0.4242, 2.8671], [-2.0500, 0.9356, 2.4657], [-1.3541, -1.7788, 3.7263], [-1.7763, -4.3543, 3.0829], [-2.0820, -5.1038, 0.5106], [-1.5720, -2.5757, -2.5208], [-3.1329, -3.6269, -2.1544], [-1.4105, -4.3406, -2.0642], [-1.5737, -0.6853, -0.8192], [-1.1687, 1.3732, -1.0393], [-2.8773, 3.2969, -0.4092], [-2.8066, 2.5624, 1.2665], [-3.7578, 0.2904, 0.3031], [-4.7689, 1.7830, -0.0406], [-6.2643, -0.9612, -0.9908], [-6.3246, -1.0356, -2.8439], [-4.7096, -1.4614, -1.9201], [-5.6219, -3.6540, -3.2527], [-5.1133, -3.7693, -4.9448], [-5.1068, -2.1700, -5.7009], [-3.5163, -4.5215, -5.0670], [-5.8279, -4.3961, -5.4749]], "atomic_forces_ev_per_a": [[0.83, -0.36, 0.66], [-0.06, 0.73, -0.10], [1.76, -1.64, 0.96], [-0.17, 0.28, 0.32], [-1.65, -0.16, -1.76], [-0.40, -0.45, -1.44], [3.49, 0.36, -2.57], [-0.03, -0.69, 0.14], [-4.13, -0.38, 3.01], [-1.42, -1.16, -1.40], [0.54, 2.11, -0.15], [-0.43, -1.67, -1.76], [0.51, -0.70, 0.95], [-0.62, -3.89, -0.44], [-0.51, -1.26, -2.90], [0.20, 2.04, -3.02], [0.60, 4.32, 0.66], [0.24, 0.01, 3.44], [1.36, 0.46, 0.81], [0.05, -2.30, 1.98], [-0.18, -0.27, 1.80], [-1.76, 0.43, -1.65], [-0.82, 1.41, 1.30], [-2.26, -0.87, 0.98], [-3.39, 1.46, -1.21], [1.13, 0.90, 0.65], [4.09, -2.92, 1.10], [0.63, 0.02, 7.55], [-2.25, 0.40, -3.63], [1.76, -0.99, -3.92], [-2.51, 0.54, -2.14], [3.08, -1.19, 0.42], [-0.43, 1.09, 2.93], [-1.28, 2.33, 0.55], [0.63, -0.46, -3.75], [1.70, -2.71, 0.76], [1.22, 2.09, 0.19], [-1.23, -2.75, -1.39], [-0.74, -1.17, 3.33], [3.22, -0.95, 0.28], [0.31, 3.09, 1.95], [-0.96, 0.25, -4.03], [-3.19, -0.84, 0.96], [0.59, -1.10, -0.98], [-1.28, 0.59, -1.10], [-0.85, -0.89, 0.97], [-0.94, 1.00, 0.65], [0.49, 0.62, -1.38], [0.75, 1.25, -0.55], [0.79, -0.27, 1.17], [-0.38, 1.93, -0.22], [0.16, -0.18, 1.78], [-0.06, -1.73, -0.37], [0.91, 0.83, -1.00], [-0.73, 1.66, 0.75], [1.11, -0.29, 1.51], [0.19, 0.80, 1.38], [-0.79, -1.33, 0.81], [-1.16, 0.16, -1.38], [1.41, -0.23, -0.91], [-0.14, -0.33, -2.07], [0.09, 1.60, -1.23], [0.26, 1.79, 0.55], [-1.14, -1.22, 0.72], [1.49, 0.52, 0.40], [-1.16, 1.43, 0.44], [-0.16, -1.10, 1.29], [-0.06, 0.42, 0.60], [0.30, -1.54, 0.96], [0.68, -0.45, -1.41], [0.38, 1.05, -1.05], [1.67, -0.68, -0.12], [1.07, 0.37, -1.51], [1.15, 0.51, 1.21], [-1.50, 0.73, -0.11], [-0.08, -0.45, -0.31], [0.03, 0.02, -0.07], [-0.03, -0.14, 0.08], [-0.16, 0.02, -0.02], [0.15, 0.13, 0.12]], "lowdin_charge": [-0.11, -0.15, -0.30, -0.11, -0.14, -0.09, -0.40, -0.02, 0.06, -0.15, -0.13, -0.41, -0.11, -0.15, -0.03, -0.06, -0.03, -0.18, -0.11, -0.01, -0.03, -0.16, -0.16, -0.09, -0.39, -0.05, 0.06, 0.89, -0.32, -0.32, -0.30, 0.03, 0.06, -0.20, 0.09, 0.08, -0.19, 0.08, 0.10, -0.30, 0.10, 0.11, 0.08, 0.08, 0.09, 0.07, 0.11, 0.11, 0.14, 0.11, 0.12, 0.14, 0.13, 0.07, 0.10, 0.10, 0.12, 0.14, 0.14, 0.13, 0.11, 0.09, 0.09, 0.08, 0.01, 0.09, 0.08, 0.12, 0.14, 0.12, 0.12, 0.14, 0.11, 0.06, 0.04, 0.57, -1.50, 0.54, 0.54, 0.02]}

---

Number 1: E_tot -10997.0383 eV, lowest unoccupied orbital energy 3.6 eV. Number 2: E_tot -116167.8882 eV, lowest unoccupied orbital energy -0.2 eV.